{
  "formula": "C3HNO3S",
  "method": "the ωB97M-V functional and the def2-TZVPD basis",
  "lumo_energy_ev": [-1.249, -4.634],
  "spin_multiplicity": 3,
  "homo_lumo_gap_ev": [5.95, 7.05],
  "charge": 0,
  "energy_ev": -21586.2449,
  "de_lowest_ev": 4.451,
  "s2": 2.015,
  "species": ["C", "C", "C", "N", "O", "O", "O", "S", "H"],
  "coordinates": [[-2.74, -0.07, 0.11], [-1.60, -0.35, -0.13], [-0.13, -0.34, -0.20], [0.41, 0.89, 0.11], [0.75, -1.19, -0.59], [2.82, 1.17, -0.62], [2.40, -0.41, 1.19], [1.93, 0.34, 0.10], [-3.83, -0.04, 0.03]]
}

=====

{
  "formula": "C3HNO7",
  "method": "the ωB97M-V functional and the def2-TZVPD basis",
  "lumo_energy_ev": 6.687,
  "spin_multiplicity": 1,
  "homo_lumo_gap_ev": 7.43,
  "charge": -2,
  "energy_ev": -18947.3999,
  "de_lowest_ev": 0.425,
  "species": ["O", "C", "O", "C", "O", "C", "O", "O", "N", "O", "O", "H"],
  "coordinates": [[0.31, 1.97, 0.84], [-0.54, 1.15, 0.64], [-1.75, 1.13, 0.98], [-0.13, -0.25, -0.05], [-1.10, -1.14, 0.24], [1.18, -0.72, 0.69], [2.19, -1.14, 0.04], [1.05, -0.66, 1.90], [0.13, -0.03, -1.61], [0.87, 0.90, -1.98], [-0.39, -0.82, -2.40], [-1.81, -0.39, 0.71]]
}

=====

{
  "formula": "C3HNS",
  "method": "the ωB97M-V functional and the def2-TZVPD basis",
  "lumo_energy_ev": -1.279,
  "spin_multiplicity": 1,
  "homo_lumo_gap_ev": 8.13,
  "charge": 0,
  "energy_ev": -15446.4744,
  "de_lowest_ev": 4.115,
  "species": ["C", "C", "C", "N", "S", "H"],
  "coordinates": [[0.37, -0.03, 0.14], [0.81, -1.20, 0.72], [2.73, -0.55, 0.93], [1.80, -1.85, 1.19], [1.91, 0.77, 0.18], [-0.49, 0.31, -0.44]]
}

=====

{
  "formula": "C3HO2Pd",
  "method": "the ωB97M-V functional and the def2-TZVPD basis",
  "lumo_energy_ev": [-6.269, -9.367],
  "spin_multiplicity": 3,
  "homo_lumo_gap_ev": [9.53, 6.55],
  "charge": 1,
  "energy_ev": -10687.1156,
  "de_lowest_ev": 0.000,
  "s2": 2.021,
  "species": ["C", "H", "C", "O", "C", "Pd", "O"],
  "coordinates": [[0.32, -1.35, -0.09], [0.72, -2.21, -0.60], [0.03, -0.39, 0.63], [-1.86, 0.50, -0.29], [-0.80, 0.82, 0.29], [1.61, 0.85, 0.06], [-0.02, 1.79, 0.00]]
}

=====

{
  "formula": "C3HO3",
  "method": "the ωB97M-V functional and the def2-TZVPD basis",
  "lumo_energy_ev": 4.191,
  "spin_multiplicity": 1,
  "homo_lumo_gap_ev": 8.90,
  "charge": -1,
  "energy_ev": -9268.1657,
  "de_lowest_ev": 2.278,
  "species": ["O", "C", "C", "C", "O", "O", "H"],
  "coordinates": [[0.98, -2.17, 1.17], [0.03, -1.19, 0.64], [-0.63, -0.29, 0.10], [0.27, 0.90, -0.58], [0.32, 1.87, 0.13], [0.58, 0.64, -1.72], [-1.55, 0.25, 0.26]]
}

=====

{
  "formula": "C3HO4",
  "method": "the ωB97M-V functional and the def2-TZVPD basis",
  "lumo_energy_ev": [3.569, 3.270],
  "spin_multiplicity": 1,
  "homo_lumo_gap_ev": [8.80, 7.70],
  "charge": -1,
  "energy_ev": -11313.6301,
  "de_lowest_ev": 4.479,
  "species": ["C", "C", "C", "O", "O", "O", "O", "H"],
  "coordinates": [[0.43, 1.96, -0.88], [-2.15, 0.94, -0.57], [-0.49, 1.01, -0.34], [-2.72, -0.07, -0.32], [1.23, 2.30, -1.73], [-2.38, 2.06, -0.99], [0.08, 2.17, 0.36], [1.05, -0.25, 0.45]]
}